Density functional theory data (the ωB97M-V functional and the def2-TZVPD basis) for one molecule with the formula C3H7NO.

The geometry in XYZ format:
```
12
Properties=species:S:1:pos:R:3:lowdin_charge:R:1
O 1.6102 0.4450 0.8523 -0.076
C 1.1947 -0.6015 0.0148 -0.247
C -0.2173 -0.3508 -0.4997 -0.291
C -1.2397 0.0563 0.4803 -0.142
N -0.6258 1.0527 -0.3966 0.001
H 1.1969 1.2426 0.4769 0.075
H 1.1909 -1.5224 0.6112 0.120
H 1.8943 -0.7544 -0.8232 0.112
H -0.5274 -0.9532 -1.3533 0.137
H -0.9666 0.1481 1.5267 0.109
H -2.2707 -0.2180 0.2677 0.105
H -1.3132 1.3586 -1.0739 0.097
```

Output
HOMO-LUMO gap, eV: 10.826
Multiplicity: 1
SMILES string: OC[C@H]1CN1
Energy relative to the best compared isomer or geometry (same formula, charge and spin), kcal/mol: 46.41
Total energy, hartree: -248.45253
LUMO, eV: 1.05